DFT (wB97M-V/def2-TZVPD) results for a molecular structure, C26H23AlNO2PS2.

**E_LUMO**: 0.0124 hartree
**2S+1**: 1
**DFT total energy**: -2590.2003 a.u.
**Energy relative to the best compared isomer or geometry (same formula, charge and spin)**: 0.0 kcal/mol
**Gap between HOMO and LUMO**: 0.2782 hartree
**Molecular weight**: 503.56 g mol⁻¹

Cartesian coordinates (Å):
Al (0.95272, -1.53806, -0.33816)
N (-0.79503, -2.46087, 0.41248)
C (-1.50343, -1.67407, 1.38486)
C (-2.09533, -2.26972, 2.48858)
C (-2.75685, -1.48884, 3.42262)
C (-2.83576, -0.11327, 3.25940)
C (-2.23489, 0.48257, 2.16350)
C (-1.56551, -0.28925, 1.21928)
P (-0.59363, 0.40805, -0.13518)
C (-1.73105, 0.63737, -1.52550)
C (-3.10722, 0.49303, -1.39196)
C (-3.93311, 0.63087, -2.49933)
C (-3.38800, 0.92257, -3.73920)
C (-2.01271, 1.07037, -3.87644)
C (-1.18603, 0.92055, -2.77714)
C (-0.07859, 2.05615, 0.39542)
C (-0.79678, 3.19404, 0.03592)
C (-0.38668, 4.44190, 0.48168)
C (0.73835, 4.55509, 1.28585)
C (1.46100, 3.42229, 1.63586)
C (1.06015, 2.17320, 1.19161)
H (-0.58242, -3.37540, 0.80123)
H (-1.34697, -2.62552, -0.45834)
H (-2.03244, -3.34340, 2.61596)
H (-3.20484, -1.95748, 4.28865)
H (-3.34945, 0.49531, 3.99109)
H (-2.26003, 1.55931, 2.04825)
H (-3.53806, 0.25712, -0.42712)
H (-5.00205, 0.50304, -2.39092)
H (-4.03214, 1.02985, -4.60194)
H (-1.58689, 1.29084, -4.84669)
H (-0.11187, 1.00540, -2.89990)
H (-1.66923, 3.10917, -0.60026)
H (-0.94418, 5.32476, 0.19750)
H (1.05600, 5.52789, 1.63778)
H (2.34635, 3.51082, 2.25161)
H (1.62413, 1.28888, 1.46529)
S (1.60638, -1.49611, 1.86448)
C (3.33313, -1.20556, 1.67390)
C (4.10819, -0.95663, 2.80580)
C (5.46656, -0.71619, 2.70144)
C (6.07206, -0.71566, 1.45010)
C (5.31415, -0.96560, 0.31981)
C (3.94706, -1.21913, 0.41304)
S (3.04707, -1.55740, -1.06486)
H (3.63187, -0.95533, 3.77839)
H (6.05380, -0.53161, 3.59176)
H (7.13207, -0.51954, 1.35405)
H (5.78450, -0.96432, -0.65515)
C (-0.55625, -2.53806, -4.13879)
C (-0.66858, -2.41979, -2.63970)
O (-1.68851, -2.78553, -2.05823)
O (0.36775, -1.90052, -2.05911)
H (-1.52372, -2.77957, -4.56854)
H (0.15650, -3.33129, -4.36982)
H (-0.16155, -1.61672, -4.56492)

DFT (wB97M-V/def2-TZVPD) results for a molecular structure, C26H23AsBiBrN8O10S3.

**Net charge**: -2
**E_LUMO**: 0.1509 hartree
**2S+1**: 1
**DFT total energy**: -8414.2722 a.u.
**Energy relative to the best compared isomer or geometry (same formula, charge and spin)**: 7.4 kcal/mol
**Gap between HOMO and LUMO**: 0.2859 hartree
**Molecular weight**: 1067.52 g mol⁻¹

Cartesian coordinates (Å):
Bi (-0.03494, 0.45354, -1.37544)
N (-7.73135, -0.69347, 2.06277)
C (-6.45002, -0.09761, 1.99279)
C (-5.37443, -0.80071, 1.45640)
C (-4.11170, -0.23099, 1.41775)
C (-3.91628, 1.05061, 1.90902)
C (-4.97510, 1.75261, 2.45505)
C (-6.23886, 1.18203, 2.49789)
S (-2.26323, 1.79497, 1.91027)
O (2.16821, 3.18280, 1.29431)
O (-2.50756, 3.20693, 2.30276)
N (-1.84278, 1.59810, 0.33391)
C (-2.59069, 2.02488, -0.68858)
N (-3.75394, 2.70080, -0.57475)
C (-4.32928, 3.07738, -1.70129)
C (-3.81641, 2.83347, -2.97103)
C (-2.63705, 2.11215, -3.01270)
N (-2.05654, 1.70033, -1.90274)
H (-7.86716, -1.39192, 1.34666)
H (-8.47464, -0.01191, 2.01913)
H (-5.52887, -1.79559, 1.05160)
H (-3.28824, -0.77138, 0.96493)
H (-4.79230, 2.75878, 2.81163)
H (-7.07369, 1.73504, 2.91753)
H (-5.26652, 3.61862, -1.58950)
H (-4.30618, 3.18184, -3.86755)
H (-2.13429, 1.85288, -3.93830)
N (0.54742, -5.84207, 3.82411)
C (1.01475, -5.05106, 2.75493)
C (2.33972, -4.62344, 2.72230)
C (2.80234, -3.85705, 1.66488)
C (1.94640, -3.52850, 0.62621)
C (0.62890, -3.96311, 0.63906)
C (0.16654, -4.72218, 1.69988)
S (2.50372, -2.48097, -0.68941)
O (3.94595, -2.53604, -0.68992)
O (1.82597, -2.93900, -1.88522)
N (1.92603, -1.02259, -0.38512)
C (2.46492, -0.23740, 0.59169)
N (3.25946, -0.72241, 1.55277)
C (3.69335, 0.17124, 2.44254)
C (3.37641, 1.50754, 2.42559)
C (2.52158, 1.91139, 1.38858)
N (2.06202, 1.04914, 0.50259)
H (1.03873, -5.66076, 4.68659)
H (-0.44755, -5.75195, 3.96697)
H (3.00510, -4.88032, 3.53997)
H (3.81763, -3.48758, 1.63903)
H (-0.03237, -3.68513, -0.17135)
H (-0.86703, -5.05040, 1.71826)
H (4.34006, -0.22180, 3.22347)
H (3.74552, 2.21305, 3.15415)
H (1.66582, 3.33223, 0.44833)
O (2.59735, -1.44957, -4.26183)
As (1.87852, 0.14801, -4.12626)
O (1.82583, 0.84996, -5.58648)
O (0.41372, -0.27039, -3.34274)
C (3.13318, 0.99396, -2.86932)
C (4.23912, 0.21437, -2.52644)
C (5.23512, 0.70585, -1.69911)
C (5.16644, 2.00858, -1.22779)
C (4.07801, 2.79572, -1.55723)
C (3.05547, 2.28706, -2.34929)
S (1.62415, 3.34137, -2.52675)
O (1.95629, 4.39533, -3.44996)
O (1.33904, 3.80866, -1.16726)
O (0.57873, 2.41604, -2.99856)
H (2.26337, -2.00307, -3.52819)
H (4.30202, -0.80033, -2.89130)
H (6.05381, 0.05738, -1.41387)
H (5.94099, 2.40117, -0.57992)
H (3.98074, 3.79830, -1.16048)
Br (-1.75946, -1.64345, -1.25063)

DFT (wB97M-V/def2-TZVPD) results for a molecular structure, C26H23B2Br3Cl2F15N2O4S2 at a distorted geometry.

**Net charge**: +1
**E_LUMO**: -0.1373 hartree
**2S+1**: 1
**DFT total energy**: -12401.2304 a.u.
**Energy relative to the best compared isomer or geometry (same formula, charge and spin)**: 0.0 kcal/mol
**Gap between HOMO and LUMO**: 0.2498 hartree
**Molecular weight**: 1108.83 g mol⁻¹

Cartesian coordinates (Å):
C (2.50929, 3.53203, 1.30630)
B (1.16253, 2.87343, 0.74069)
O (0.89027, 3.11924, -0.58408)
N (0.34172, 1.99540, 1.72379)
C (1.02602, 0.69182, 1.41717)
Br (2.53991, 0.17155, 2.52433)
C (-0.13996, -0.31210, 0.99453)
S (-0.31319, -1.61366, 2.30390)
S (0.59986, -1.27930, -0.35851)
O (-0.37769, -2.27658, -0.72774)
O (0.94668, -0.52068, -1.55123)
C (2.16122, -2.24298, -0.04377)
F (2.38222, -2.76474, 1.18327)
F (2.04208, -3.34082, -0.83057)
C (3.51118, -1.58611, -0.55179)
F (3.59109, -0.23659, -0.47623)
F (3.67002, -1.91377, -1.85951)
C (4.79963, -2.17469, 0.16163)
F (4.96513, -1.70869, 1.40302)
F (4.85989, -3.49704, 0.08636)
F (5.84082, -1.70102, -0.56180)
C (-1.40364, 0.67597, 0.72555)
C (-2.61283, -0.29961, 0.96487)
C (-4.04306, 0.11274, 0.50184)
C (-5.06367, -0.94259, 1.11236)
F (-4.50024, -2.17108, 1.30345)
Br (-6.00530, -0.25764, 2.69893)
C (-6.21296, -1.17279, 0.03690)
F (-6.65616, -0.00468, -0.47114)
F (-7.28820, -1.75614, 0.63223)
Br (-5.63142, -2.43644, -1.34540)
B (-1.70939, 1.04201, -0.85238)
C (-2.04396, -0.03678, -2.00586)
O (-1.76592, 2.32999, -1.36200)
C (-1.15353, 1.93209, 1.72670)
C (-1.63409, 1.46072, 3.16486)
C (-3.03958, 1.44117, 3.48630)
C (-3.32133, 1.04797, 4.80810)
C (-2.26177, 0.68729, 5.65420)
N (-0.94182, 0.67284, 5.43937)
C (-0.73948, 1.09225, 4.17832)
C (-1.90542, 3.27038, 1.55720)
F (-1.42654, 4.11051, 0.56352)
F (-3.18743, 3.14371, 1.10524)
C (-1.83423, 4.27851, 2.78994)
F (-1.74015, 5.56264, 2.35558)
F (-0.73342, 4.13298, 3.55415)
F (-2.98375, 4.32828, 3.48527)
H (2.57592, 3.43488, 2.41613)
H (2.41299, 4.62176, 1.08911)
H (3.41275, 3.13637, 0.80784)
H (0.97452, 2.31541, -1.12986)
H (0.63592, 2.47130, 2.59366)
H (1.54807, 0.85648, 0.43617)
H (0.30535, -1.20211, 3.43993)
H (-2.77321, -0.61366, 2.02046)
H (-2.39383, -1.27094, 0.46713)
H (-4.42561, 1.08443, 0.85497)
H (-4.26022, 0.03675, -0.58126)
H (-1.22842, -0.09202, -2.75848)
H (-2.91532, 0.35984, -2.58943)
H (-2.36885, -1.02881, -1.65095)
H (-2.62477, 2.47301, -1.78985)
H (-3.85275, 1.68995, 2.80096)
H (-4.36145, 1.01728, 5.15654)
H (-2.55286, 0.35452, 6.67068)
H (0.34184, 1.10732, 3.92152)
Cl (5.52414, -3.74624, -9.06284)
C (5.05613, -3.43052, -7.43136)
C (3.95332, -4.04422, -6.84950)
Cl (2.97604, -5.17824, -7.71052)
C (3.61210, -3.75051, -5.53534)
C (4.36946, -2.84998, -4.80254)
C (5.47462, -2.24061, -5.38232)
C (5.81581, -2.53067, -6.69400)
H (2.75262, -4.22482, -5.07935)
H (4.09914, -2.62344, -3.78094)
H (6.07026, -1.53874, -4.81173)
H (6.67688, -2.05277, -7.14274)

DFT (wB97M-V/def2-TZVPD) results for a molecular structure, C26H23Br2N4O4Y at a distorted geometry.

**Net charge**: +2
**E_LUMO**: -0.2498 hartree
**2S+1**: 1
**DFT total energy**: -6710.4914 a.u.
**Energy relative to the best compared isomer or geometry (same formula, charge and spin)**: 7.2 kcal/mol
**Gap between HOMO and LUMO**: 0.2466 hartree
**Molecular weight**: 704.21 g mol⁻¹

Cartesian coordinates (Å):
Y (-0.03081, -0.33551, -0.36624)
O (2.18120, 6.68870, -0.21287)
N (3.07243, 5.98198, -0.63855)
O (4.17056, 6.34831, -0.98288)
C (2.80327, 4.52087, -0.71356)
C (3.88472, 3.71721, -0.66902)
C (3.74439, 2.30020, -0.65164)
C (4.86189, 1.44703, -0.63501)
C (4.66372, 0.09069, -0.59860)
C (3.35917, -0.39329, -0.54995)
N (2.27822, 0.38070, -0.56635)
C (2.46361, 1.72812, -0.64595)
C (1.30994, 2.59037, -0.75690)
N (0.08844, 1.99797, -0.84976)
C (-0.98177, 2.75922, -1.04220)
C (-0.91377, 4.14729, -1.11003)
C (0.30280, 4.76795, -0.98370)
C (1.46851, 3.99011, -0.80150)
H (4.87161, 4.15787, -0.62935)
H (5.85794, 1.87119, -0.65315)
H (5.49534, -0.59919, -0.59877)
H (3.20082, -1.46230, -0.48405)
H (-1.93174, 2.24948, -1.15467)
H (-1.81476, 4.72258, -1.26748)
H (0.37437, 5.84184, -1.03181)
C (1.64481, -3.70194, -0.91611)
C (0.14809, -3.78268, -0.90635)
C (-0.49955, -5.02518, -0.93986)
C (-1.86623, -5.08956, -0.88100)
C (-2.62408, -3.90424, -0.83294)
C (-4.03969, -3.85623, -0.79674)
Br (-5.04558, -5.45277, -0.78055)
C (-4.69649, -2.65667, -0.78263)
C (-3.97612, -1.45675, -0.81981)
Br (-4.89091, 0.18906, -0.84686)
C (-2.59330, -1.43661, -0.86015)
O (-1.89269, -0.30007, -0.92722)
C (-1.90966, -2.68443, -0.83968)
N (-0.52915, -2.64047, -0.83117)
H (2.08937, -4.68807, -1.01917)
H (2.00658, -3.27133, 0.02189)
H (1.98284, -3.09168, -1.75687)
H (0.08874, -5.92957, -0.99814)
H (-2.37077, -6.04646, -0.87733)
H (-5.77694, -2.62692, -0.75854)
C (-0.49705, -2.34730, 2.68386)
C (-1.34768, -1.09687, 2.60394)
O (-0.59858, -0.05089, 1.92251)
C (-0.99915, 1.28662, 2.34490)
C (-2.40347, 1.64656, 1.89548)
H (-1.07513, -3.15130, 3.13773)
H (0.38801, -2.17239, 3.29441)
H (-0.18950, -2.68358, 1.68996)
H (-1.58289, -0.74002, 3.60618)
H (-2.28114, -1.27897, 2.06624)
H (-0.25347, 1.95675, 1.91449)
H (-0.91644, 1.33719, 3.43044)
H (-2.57434, 1.32315, 0.87047)
H (-2.53859, 2.72680, 1.95208)
H (-3.15995, 1.18743, 2.53055)